A single C2H3F2N3 molecule at a distorted geometry. Source: OMol25; level of theory: ωB97M-V/def2-TZVPD.

Results
SMILES: F/C=N/N1CN1F
2S+1: 1
ΔE to the lowest compared entry with this formula, charge and spin in kJ/mol: 341.5
Net charge: 0
Orbital gap in eV: 10.67

Each line ends with the Löwdin charge.
Positions of all 10 atoms, in Å:
N 1.18 -0.69 0.52  0.0090
H -2.35 -1.97 0.52  0.1277
H 1.63 0.78 -1.04  0.1128
C -2.27 -0.96 0.13  -0.2004
H 0.90 1.42 0.52  0.1156
N 0.02 -0.39 -0.30  -0.1168
F 2.01 -1.58 -0.20  -0.0656
N -1.28 -0.22 -0.13  0.0913
F -3.46 -0.41 -0.07  0.0377
C 1.04 0.58 -0.15  -0.1112

***

A single C2H3F2NO2 molecule. Source: OMol25; level of theory: ωB97M-V/def2-TZVPD.

Results
SMILES: CC(F)(F)[N+](=O)[O-]
2S+1: 1
ΔE to the lowest compared entry with this formula, charge and spin in kJ/mol: 125.0
Net charge: 0
Orbital gap in eV: 11.70

Each line ends with the Löwdin charge.
Positions of all 10 atoms, in Å:
H 1.32 0.59 -0.90  0.1012
O -1.55 1.07 1.07  0.1250
N -1.25 0.63 0.00  -0.3402
H 1.86 -0.84 0.01  0.1013
H 1.32 0.61 0.89  0.1010
C 1.16 0.00 0.00  0.0470
O -1.57 1.03 -1.09  0.1256
C -0.25 -0.53 0.00  -0.5253
F -0.52 -1.29 -1.07  0.1322
F -0.52 -1.27 1.09  0.1322

***

A single C2H3F2NS molecule at a distorted geometry. Source: OMol25; level of theory: ωB97M-V/def2-TZVPD.

Results
SMILES: [H]/N=C/C(F)(F)S
2S+1: 1
ΔE to the lowest compared entry with this formula, charge and spin in kJ/mol: 197.0
Net charge: 0
Orbital gap in eV: 10.10

Each line ends with the Löwdin charge.
Positions of all 9 atoms, in Å:
N -0.32 -0.41 0.02  0.0105
F 2.60 0.93 -1.12  0.0164
S 2.22 -1.39 -0.01  0.7999
C 2.02 0.36 -0.04  -0.8564
H -1.33 -0.35 -0.04  0.0786
H 0.04 1.69 -0.08  0.0713
F 2.56 0.88 1.07  0.0032
C 0.23 0.71 0.02  -0.0492
H 0.94 -1.63 0.56  -0.0742

***

3 unconnected molecules or ions with the total composition C2H3F2O at a distorted geometry. Source: OMol25; level of theory: ωB97M-V/def2-TZVPD.

Results
2S+1: 1
Net charge: -1
Orbital gap in eV: 9.04

Each line ends with the Löwdin charge.
Positions of all 8 atoms, in Å:
H 0.65 1.30 -0.07  0.0481
F -2.56 0.85 0.61  -0.6137
F 1.63 -0.61 1.19  0.0116
O 0.69 -1.98 -0.24  0.0258
C 0.80 -0.81 0.11  -0.5865
C 0.14 0.36 -0.33  -0.0928
H -0.11 0.33 -1.40  0.0616
H -1.25 0.57 0.14  0.1460